(1)
{"formula": "C25H26N4O8", "method": "wB97M-V/def2-TZVPD", "symbols": ["O", "O", "O", "O", "O", "O", "O", "O", "C", "C", "C", "C", "C", "C", "C", "C", "C", "C", "C", "C", "C", "C", "C", "C", "C", "C", "C", "N", "N", "N", "N", "C", "C", "C", "C", "C", "C", "H", "H", "H", "H", "H", "H", "H", "H", "H", "H", "H", "H", "H", "H", "H", "H", "H", "H", "H", "H", "H", "H", "H", "H", "H", "H"], "xyz": [[2.649, 2.674, 1.886], [-0.127, 2.630, -1.901], [3.022, -4.585, -3.715], [-2.837, -4.123, -3.482], [0.484, -0.882, -1.195], [2.342, 1.477, 3.775], [-0.105, 4.981, 6.341], [1.619, 3.550, 5.692], [2.037, 2.487, 2.927], [-1.040, 2.454, -1.104], [2.863, -4.490, -2.506], [-1.890, -4.862, -3.680], [1.301, -1.248, -2.031], [-0.038, 3.427, 0.958], [-1.084, 2.797, 0.309], [-4.277, 1.670, 2.168], [-4.930, 1.151, 1.042], [-1.121, 5.165, 4.110], [-1.046, 4.743, 2.781], [-2.999, 2.233, 2.050], [-4.303, 1.191, -0.209], [-0.181, 4.692, 5.019], [0.826, 3.836, 4.624], [-0.043, 3.851, 2.362], [0.935, 3.401, 3.291], [-2.384, 2.311, 0.791], [-3.043, 1.777, -0.321], [-2.130, -6.116, -3.991], [-2.251, 1.918, -1.452], [2.294, -0.424, -2.376], [2.029, -3.619, -1.943], [1.024, 4.226, 6.813], [3.640, -5.381, -1.566], [3.396, -0.701, -3.300], [-0.436, -4.407, -3.587], [-0.257, -3.134, -2.745], [1.204, -2.648, -2.675], [3.090, 1.023, 3.363], [0.866, 3.611, 0.381], [-4.757, 1.619, 3.141], [-5.916, 0.705, 1.141], [-1.895, 5.849, 4.441], [-1.780, 5.102, 2.063], [-2.491, 2.579, 2.942], [-4.793, 0.775, -1.083], [-3.101, -6.369, -4.045], [-1.379, -6.751, -4.184], [-2.334, 1.331, -2.274], [2.251, 0.490, -1.945], [1.956, -3.614, -0.939], [1.755, 4.893, 7.279], [0.700, 3.496, 7.562], [4.335, -5.987, -2.146], [2.951, -6.029, -1.028], [4.197, -4.766, -0.861], [3.903, -1.626, -3.020], [3.020, -0.794, -4.321], [4.117, 0.118, -3.265], [-0.061, -4.233, -4.596], [0.144, -5.215, -3.143], [-0.628, -3.319, -1.735], [-0.859, -2.341, -3.191], [1.565, -2.563, -3.700]], "forces_ev_per_a": [[-0.34, -0.62, 1.03], [-0.34, -0.16, 0.61], [-0.20, 0.21, -0.06], [0.01, 0.77, 0.19], [-0.24, -0.42, -0.07], [-0.48, 0.76, -0.25], [0.60, -0.33, 0.25], [-0.06, 0.10, 0.26], [0.93, 0.24, -1.72], [1.52, 0.30, -2.20], [1.02, -0.90, -1.11], [-0.04, 2.10, 0.56], [-0.77, -0.13, 0.88], [-1.34, -1.24, -1.56], [1.44, 1.32, 2.65], [0.23, -0.04, -0.38], [0.60, 0.27, -0.03], [0.18, 0.01, 0.43], [0.57, -0.40, 0.28], [-0.17, -0.14, -0.33], [0.03, 0.09, 0.01], [-0.86, 0.35, -1.20], [-0.36, -0.12, -0.94], [-0.21, 0.38, 0.52], [-0.49, 0.02, 1.61], [-0.41, -0.04, 0.73], [-0.94, -0.45, 0.61], [0.41, -1.87, -0.47], [-0.32, -0.50, -0.23], [1.13, 0.26, -0.64], [-0.66, 1.29, 0.51], [0.11, 0.03, 0.34], [-0.05, 0.10, -0.01], [-0.41, -0.15, 0.12], [0.05, 0.16, 0.38], [-0.08, 0.08, -0.18], [-0.37, -0.28, -0.25], [0.08, -0.06, -0.02], [-0.16, -0.09, 0.00], [0.09, 0.01, -0.12], [0.16, 0.07, -0.05], [0.08, -0.07, -0.06], [0.17, -0.14, 0.10], [-0.04, 0.05, -0.13], [0.04, 0.03, 0.07], [0.05, -0.30, -0.13], [-0.17, -0.30, -0.06], [0.00, 0.29, 0.17], [-0.13, -0.13, 0.02], [-0.08, 0.07, 0.03], [-0.04, 0.05, -0.28], [-0.13, -0.06, -0.25], [-0.14, 0.09, 0.05], [0.05, -0.07, 0.18], [0.03, -0.08, 0.20], [0.03, 0.06, -0.10], [0.17, -0.01, -0.04], [-0.18, -0.09, 0.06], [0.06, -0.13, -0.12], [0.19, -0.14, -0.14], [-0.05, 0.21, -0.03], [-0.09, -0.01, 0.19], [0.35, -0.30, 0.06]], "lumo_energy_ev": -0.2, "total_charge": 0, "max_force_ev_per_a": 3.3, "e_above_lowest_kj_mol": 0.0, "homo_lumo_gap_ha": 0.2817}

=====

(2)
{"formula": "C34H28BrN2O2PPd", "method": "wB97M-V/def2-TZVPD", "symbols": ["Pd", "O", "C", "C", "C", "C", "C", "C", "C", "O", "N", "N", "C", "C", "Br", "C", "C", "C", "C", "C", "C", "C", "H", "H", "H", "H", "H", "H", "H", "H", "H", "H", "H", "H", "H", "H", "C", "C", "C", "C", "C", "C", "P", "C", "C", "C", "C", "C", "C", "C", "C", "C", "C", "C", "C", "H", "H", "H", "H", "H", "H", "H", "H", "H", "H", "H", "H", "H", "H"], "xyz": [[0.663, -0.462, -0.119], [-3.538, -1.615, 0.299], [-3.731, -1.242, 1.580], [-4.947, -1.584, 2.173], [-5.206, -1.246, 3.485], [-4.268, -0.547, 4.243], [-3.068, -0.196, 3.658], [-2.782, -0.544, 2.336], [-1.427, -0.161, 1.794], [-1.298, -0.205, 0.432], [-0.412, -1.118, 2.413], [0.608, -1.441, 1.705], [1.525, -2.305, 2.130], [2.612, -2.644, 1.338], [2.819, -1.727, -0.336], [3.638, -3.522, 1.656], [3.658, -4.525, 2.658], [4.928, -4.971, 3.097], [5.029, -5.912, 4.095], [3.873, -6.466, 4.638], [2.610, -6.089, 4.174], [2.496, -5.131, 3.196], [-2.692, -1.242, -0.004], [-5.671, -2.119, 1.573], [-6.155, -1.520, 3.927], [-4.483, -0.270, 5.265], [-2.341, 0.384, 4.221], [-1.136, 0.813, 2.219], [-0.588, -1.546, 3.322], [1.463, -2.719, 3.132], [4.547, -3.423, 1.072], [5.821, -4.543, 2.659], [6.001, -6.231, 4.443], [3.953, -7.223, 5.407], [1.725, -6.572, 4.564], [1.522, -4.907, 2.782], [-4.042, 4.386, -3.453], [-3.688, 3.062, -3.679], [-2.841, 2.416, -2.798], [-2.344, 3.104, -1.684], [-2.711, 4.434, -1.453], [-3.555, 5.071, -2.346], [-1.189, 2.241, -0.651], [-1.058, 2.989, 0.947], [0.194, 3.149, 1.550], [0.274, 3.649, 2.839], [-0.886, 3.975, 3.532], [-2.134, 3.802, 2.942], [-2.226, 3.304, 1.654], [0.384, 2.050, -1.503], [0.960, 3.177, -2.098], [1.999, 2.988, -2.991], [2.425, 1.698, -3.293], [1.896, 0.594, -2.636], [0.898, 0.767, -1.679], [-4.704, 4.890, -4.145], [-4.077, 2.535, -4.539], [-2.564, 1.382, -2.968], [-2.332, 4.968, -0.591], [-3.832, 6.102, -2.181], [1.096, 2.905, 1.001], [1.240, 3.800, 3.302], [-0.818, 4.371, 4.536], [-3.033, 4.055, 3.486], [-3.197, 3.154, 1.196], [0.572, 4.167, -1.895], [2.458, 3.841, -3.473], [3.202, 1.551, -4.032], [2.273, -0.393, -2.876]], "forces_ev_per_a": [[0.38, -0.75, -0.05], [0.17, 0.04, -0.25], [-0.04, 0.04, 0.40], [0.05, -0.01, -0.06], [-0.02, 0.00, 0.03], [0.02, 0.02, -0.02], [-0.10, 0.11, -0.09], [-0.04, 0.26, -0.30], [0.57, -0.83, 1.92], [0.09, 1.83, -1.76], [-2.56, 1.10, 0.91], [3.32, -2.27, -0.44], [-2.73, 1.84, -0.12], [3.02, -1.87, -0.08], [-0.18, 0.50, -0.01], [-1.34, 1.98, -1.47], [0.17, -1.04, 1.19], [-0.62, 0.40, -0.17], [-0.25, -0.25, 0.20], [-0.09, 0.03, -0.04], [0.40, -0.28, 0.28], [0.51, 0.39, -0.47], [-0.19, -0.16, 0.02], [-0.01, -0.01, 0.02], [0.00, -0.01, -0.01], [0.00, -0.02, 0.01], [0.01, -0.04, 0.01], [-0.16, 0.28, -0.30], [-0.09, 0.11, -0.41], [-0.07, 0.01, -0.04], [-0.08, -0.14, -0.16], [0.00, 0.02, -0.02], [0.00, -0.03, 0.01], [0.00, 0.01, 0.00], [0.00, -0.01, 0.03], [-0.02, 0.07, -0.01], [-0.03, -0.05, -0.02], [0.11, -0.21, 0.01], [-0.09, -0.15, -0.43], [-0.02, -1.11, 0.22], [-0.29, 0.42, 0.49], [0.24, 0.00, 0.16], [1.32, 1.48, 1.00], [-0.33, -0.73, -0.71], [0.52, -0.09, 0.30], [0.17, 0.00, -0.29], [-0.05, 0.01, -0.06], [-0.21, 0.02, -0.19], [-0.40, 0.08, 0.30], [-0.61, -0.50, 0.37], [-0.43, 0.22, -0.64], [-0.14, 0.19, 0.23], [-0.01, -0.35, -0.02], [0.10, 0.27, -0.19], [0.00, -0.79, 0.66], [-0.01, 0.00, 0.00], [0.02, -0.01, 0.01], [-0.02, 0.01, -0.04], [-0.01, 0.01, -0.03], [0.05, 0.00, 0.01], [-0.01, -0.04, 0.03], [0.00, -0.02, -0.04], [0.00, -0.03, 0.02], [0.00, -0.02, -0.01], [-0.02, -0.05, 0.06], [0.02, 0.05, -0.09], [0.04, 0.01, 0.07], [0.00, 0.03, -0.01], [0.00, 0.05, 0.07]], "lumo_energy_ev": [-9.3, -9.3], "total_charge": 2, "max_force_ev_per_a": 4.1, "homo_lumo_gap_ha": [0.1125, 0.1125]}